Molecular formula: C44H67N3O7RuS
Method: DFT, ωB97M-V/def2-TZVPD

E_LUMO (spin up / spin down): -0.579 / -0.084 eV
E_tot: -78934.5704 eV
ΔE to the lowest compared entry with this formula, charge and spin: 0.0 kJ/mol
expectation value of S²: 0.754
HOMO level (spin up / spin down): -0.1435 / -0.1435 Eh

Structure (ORCA input):
```
! wB97M-V def2-TZVPD RIJCOSX def2/J DEFGRID3
* xyz -1 2
Ru -0.880 -1.555 -0.800
C -1.798 -1.854 -3.767
N -2.422 -2.129 -2.481
C -2.755 -3.543 -2.387
C -3.597 -1.286 -2.260
C -3.814 -0.944 -0.760
N -2.717 -0.107 -0.246
C -2.638 -0.157 1.216
C -1.529 0.646 1.840
C -1.886 1.649 2.718
C -0.956 2.300 3.517
C 0.367 1.907 3.362
C 0.794 0.916 2.497
C -0.172 0.225 1.697
O 0.158 -0.765 0.948
C 2.275 0.544 2.585
C 3.155 1.790 2.386
C 2.528 -0.060 3.979
C 2.729 -0.499 1.563
C -1.362 3.236 4.648
C -1.221 2.453 5.965
C -0.477 4.487 4.717
C -2.815 3.704 4.516
C -2.791 1.268 -0.713
C -1.462 1.973 -0.854
C -1.372 3.288 -0.464
C -0.248 4.061 -0.734
C 0.798 3.439 -1.400
C 0.781 2.108 -1.792
C -0.387 1.337 -1.537
O -0.541 0.131 -1.987
C 2.010 1.579 -2.537
C 3.261 1.785 -1.669
C 1.940 0.093 -2.901
C 2.186 2.367 -3.848
C -0.241 5.528 -0.335
C -1.396 6.240 -1.055
C 1.060 6.253 -0.689
C -0.433 5.623 1.183
H -2.473 -2.101 -4.600
H -0.890 -2.450 -3.838
H -1.514 -0.804 -3.816
H -3.440 -3.841 -3.198
H -3.227 -3.745 -1.429
H -1.842 -4.134 -2.456
H -4.506 -1.793 -2.617
H -3.478 -0.358 -2.824
H -4.904 -2.318 0.135
H -4.767 -0.375 -0.681
H -2.494 -1.210 1.487
H -3.603 0.180 1.633
H -2.936 1.882 2.802
H 1.110 2.376 3.988
H 3.017 2.528 3.173
H 2.925 2.262 1.433
H 4.206 1.502 2.384
H 2.296 0.642 4.777
H 3.570 -0.364 4.077
H 1.897 -0.937 4.110
H 2.450 -0.206 0.556
H 2.269 -1.458 1.776
H 3.814 -0.614 1.613
H -0.183 2.180 6.141
H -1.806 1.537 5.920
H -1.572 3.045 6.810
H 0.572 4.232 4.834
H -0.771 5.102 5.568
H -0.586 5.076 3.812
H -3.505 2.874 4.641
H -2.981 4.160 3.544
H -3.045 4.442 5.283
H -3.432 1.853 -0.033
H -3.261 1.283 -1.704
H -2.229 3.725 0.030
H 1.673 4.022 -1.641
H 3.158 1.230 -0.742
H 3.416 2.834 -1.424
H 4.143 1.423 -2.195
H 1.722 -0.527 -2.031
H 2.897 -0.219 -3.320
H 1.166 -0.092 -3.640
H 2.357 3.425 -3.662
H 1.300 2.270 -4.470
H 3.040 1.977 -4.401
H -1.264 6.169 -2.133
H -1.435 7.292 -0.775
H -2.348 5.784 -0.805
H 1.237 6.247 -1.762
H 1.908 5.792 -0.189
H 1.000 7.290 -0.361
H -1.370 5.164 1.483
H -0.436 6.662 1.508
H 0.376 5.098 1.685
C 5.058 -7.575 -4.139
C 4.003 -6.778 -3.424
C 3.073 -7.390 -2.591
C 2.104 -6.643 -1.940
C 2.062 -5.270 -2.114
C 2.987 -4.647 -2.933
C 3.955 -5.396 -3.577
S 0.705 -4.329 -1.303
C 1.746 -3.857 0.120
O 0.654 -3.082 -2.119
H 4.834 -8.639 -4.117
H 6.028 -7.423 -3.664
H 5.147 -7.265 -5.179
H 3.107 -8.462 -2.463
H 1.373 -7.111 -1.299
H 2.917 -3.576 -3.062
H 4.684 -4.910 -4.214
H 2.752 -3.638 -0.221
H 1.727 -4.670 0.836
H 1.261 -2.966 0.516
O -7.032 -3.251 -0.354
N -6.426 -2.358 0.239
O -3.896 -2.100 -0.012
C -2.574 -4.692 1.589
C -1.323 -4.682 0.710
O -0.650 -5.704 0.583
O -1.038 -3.579 0.149
H -2.828 -5.716 1.854
H -3.392 -4.213 1.060
H -2.366 -4.119 2.491
*
```